Record 1
C21H56AsF6O21S7 | ωB97M-V with the def2-TZVPD basis set

```
! RIJCOSX wB97M-V def2-TZVPD def2/J DEFGRID3
* xyz -1 1
As -31.02679 -22.84259 -20.79816
F -32.38772 -23.91722 -20.78881
F -31.15919 -22.61245 -19.09178
F -29.62258 -21.80607 -20.73886
F -30.93156 -23.02108 -22.52206
F -32.04576 -21.46587 -21.08037
F -29.93220 -24.17994 -20.64298
O -34.62023 -18.59744 -20.69123
S -35.26182 -19.01989 -19.48985
O -35.91480 -20.29368 -19.46563
O -34.27457 -18.92885 -18.27862
C -33.34323 -20.01470 -18.11667
C -32.21131 -19.69950 -17.16937
C -36.35124 -17.76167 -18.90262
H -32.91982 -20.34857 -19.06429
H -33.89310 -20.90809 -17.80518
H -31.83792 -18.68647 -17.30235
H -31.42336 -20.42881 -17.36555
H -32.49436 -19.89667 -16.13371
H -36.99644 -17.48063 -19.72874
H -35.69792 -16.93517 -18.63309
H -36.85147 -18.17130 -18.03213
O -29.95304 -16.25619 -19.52102
S -29.23188 -17.09961 -20.41107
O -28.68531 -16.55026 -21.61467
O -28.05616 -17.72585 -19.56876
C -27.06597 -18.54579 -20.24395
C -27.04846 -19.93210 -19.64354
C -30.21938 -18.52294 -20.77875
H -26.11434 -18.02324 -20.19166
H -27.33028 -18.59608 -21.30217
H -27.10869 -19.89978 -18.55370
H -26.07833 -20.38671 -19.86129
H -27.83715 -20.58743 -20.00546
H -29.78814 -19.04522 -21.62837
H -31.21531 -18.17644 -21.04374
H -30.20658 -19.10785 -19.86346
O -31.38106 -26.85529 -26.77162
S -32.27614 -27.87364 -26.31463
O -32.04575 -29.23648 -26.60720
O -32.37563 -27.80485 -24.74933
C -32.23116 -26.51529 -24.10050
C -31.06634 -26.58153 -23.11751
C -33.90860 -27.45090 -26.83975
H -33.15905 -26.21925 -23.61715
H -32.00892 -25.78551 -24.87913
H -31.51212 -27.14190 -22.29054
H -30.74417 -25.60420 -22.77229
H -30.22382 -27.14119 -23.52000
H -34.60433 -28.14519 -26.37494
H -33.87066 -27.50971 -27.92175
H -34.13696 -26.46900 -26.43095
O -29.78153 -25.35181 -17.17573
S -30.59216 -26.42062 -16.69005
O -30.73826 -26.66016 -15.29824
O -32.04328 -26.25712 -17.25215
C -32.24771 -25.96995 -18.67286
C -32.87570 -27.12631 -19.40342
C -30.04947 -27.92395 -17.45266
H -31.27686 -25.75443 -19.11773
H -32.86443 -25.08172 -18.65224
H -33.89374 -27.30100 -19.04555
H -32.31133 -28.05619 -19.40391
H -33.00566 -26.81977 -20.44494
H -29.27533 -28.29233 -16.77838
H -29.61912 -27.70918 -18.42620
H -30.85166 -28.65396 -17.48198
O -28.08402 -22.53958 -25.17217
S -27.04435 -23.51204 -25.11514
O -25.93763 -23.41852 -25.98982
O -26.44916 -23.55260 -23.66187
C -27.38732 -23.34239 -22.58424
C -26.69149 -23.70065 -21.28015
C -27.75975 -25.10783 -25.27540
H -28.24262 -24.01961 -22.63801
H -27.72918 -22.31055 -22.58107
H -26.34759 -24.73448 -21.37017
H -27.44698 -23.70389 -20.49551
H -25.84770 -23.04981 -21.06372
H -28.69207 -25.17585 -24.72263
H -27.02513 -25.86109 -25.01116
H -27.99682 -25.16751 -26.33913
O -37.11331 -24.32953 -22.84319
S -35.86623 -23.67014 -23.05072
O -34.77472 -24.38132 -23.62442
O -36.07414 -22.40480 -24.00395
C -37.20547 -21.57280 -23.73606
C -37.51710 -20.75913 -24.97587
C -35.35245 -22.91485 -21.54831
H -37.00003 -20.88525 -22.90838
H -38.08273 -22.14720 -23.43387
H -38.44746 -20.22138 -24.81624
H -37.61869 -21.42482 -25.83536
H -36.65829 -20.12661 -25.20198
H -36.19187 -22.38013 -21.11381
H -34.60159 -22.15219 -21.76296
H -34.86688 -23.72308 -21.00859
O -34.14025 -23.36492 -29.91741
S -34.44804 -23.59590 -28.54850
O -34.78571 -24.91447 -28.10815
O -33.24385 -23.07021 -27.71487
C -33.22201 -23.29234 -26.29235
C -31.79299 -23.16589 -25.80026
C -35.71782 -22.47472 -28.05987
H -33.62714 -24.27627 -26.06334
H -33.79405 -22.53610 -25.74751
H -31.15968 -23.86412 -26.34951
H -31.76896 -23.46406 -24.75126
H -31.44075 -22.14217 -25.89368
H -36.65132 -22.73570 -28.55080
H -35.39956 -21.47760 -28.35706
H -35.82525 -22.51516 -26.97662
*
```

ΔE to the lowest compared entry with this formula, charge and spin = 93.0 kJ/mol
HOMO-LUMO gap = 10.8 eV

***

Record 2
C21H56BF4FeO21S7 | ωB97M-V with the def2-TZVPD basis set

```
! RIJCOSX wB97M-V def2-TZVPD def2/J DEFGRID3
* xyz 1 5
Fe 0.66438 2.19711 -2.92066
B -0.66045 0.51302 -0.26918
F -1.90193 0.00547 -0.30958
F -0.27413 0.87042 -1.58165
F -0.55708 1.57865 0.53889
F 0.25296 -0.39804 0.14483
O -4.78222 1.79826 2.43976
S -3.84394 2.57752 3.21061
O -3.60055 4.01776 2.98035
O -4.21407 2.38441 4.80842
C -4.50021 3.58199 5.48049
C -4.32805 3.20205 6.96316
C -2.20935 1.67086 3.26448
H -5.55242 3.79962 5.29719
H -3.77114 4.37250 5.30256
H -4.77787 2.24691 7.23421
H -4.81187 3.88036 7.66596
H -3.26533 3.16388 7.20247
H -1.95843 1.55785 2.20979
H -2.38613 0.72593 3.77825
H -1.59776 2.37430 3.82948
O 1.74788 0.05945 -3.08560
S 2.26786 -1.31193 -3.17618
O 1.42680 -2.48968 -3.34278
O 3.41878 -1.38928 -4.35377
C 4.06597 -2.60135 -4.51321
C 5.54753 -2.44851 -4.72960
C 3.26065 -1.50709 -1.64933
H 3.51444 -3.08194 -5.32126
H 3.85289 -3.23837 -3.65478
H 5.90176 -1.88694 -3.86515
H 5.88116 -1.97904 -5.65501
H 6.01057 -3.43389 -4.67749
H 3.49548 -2.55932 -1.48878
H 2.62834 -1.25730 -0.79735
H 4.20366 -0.96147 -1.68287
O 4.55759 3.10635 -0.74118
S 3.28230 2.43724 -0.41673
O 2.27199 2.27626 -1.47675
O 3.56103 0.92626 0.15238
C 4.65469 0.65526 1.03017
C 4.75613 -0.79852 1.30345
C 2.42813 3.15683 1.06666
H 4.56691 1.17390 1.98484
H 5.61265 0.91553 0.57997
H 3.93436 -1.17291 1.91388
H 5.77308 -1.04532 1.60844
H 4.77679 -1.30014 0.33596
H 3.18453 3.47122 1.78577
H 1.74445 2.35901 1.35674
H 1.88719 4.03979 0.72627
O -0.00631 -4.02901 1.44581
S 0.43198 -4.17910 0.09588
O 1.63510 -3.54234 -0.41098
O 0.59596 -5.77558 -0.19649
C 1.29586 -6.08170 -1.43810
C 0.58425 -7.20966 -2.16499
C -0.96441 -3.59067 -0.92065
H 2.30597 -6.45696 -1.27387
H 1.45163 -5.28875 -2.16958
H 0.61296 -8.20123 -1.71326
H 0.93072 -7.32339 -3.19218
H -0.47727 -6.99642 -2.29067
H -1.87845 -4.00843 -0.49863
H -0.79400 -3.86277 -1.96229
H -1.04161 -2.50984 -0.80253
O -0.80277 -0.35687 4.91643
S 0.30578 -1.24013 4.90637
O 1.33218 -1.08647 5.92658
O -0.18348 -2.81126 4.97673
C 0.80389 -3.89370 5.13781
C 0.02719 -5.18482 5.35552
C 1.10712 -1.35359 3.27086
H 1.57745 -3.67669 5.87444
H 1.32300 -3.94784 4.18089
H -0.36058 -5.35486 4.35112
H -0.75089 -5.10432 6.11461
H 0.73474 -5.98890 5.55782
H 0.29231 -1.66277 2.61619
H 1.97218 -2.01672 3.27578
H 1.43244 -0.32719 3.10121
O -2.74635 4.14171 -2.21094
S -1.57817 4.28213 -1.35640
O -0.44889 3.37560 -1.67811
O -1.04858 5.84230 -1.19702
C -2.04964 6.83392 -1.08209
C -1.52857 7.94250 -2.08148
C -2.06712 3.97625 0.40364
H -2.06294 7.21794 -0.06206
H -3.08304 6.59417 -1.33251
H -0.48876 8.20764 -1.89021
H -2.08135 8.88128 -2.11660
H -1.51822 7.50666 -3.08050
H -2.47953 2.97007 0.47870
H -2.74514 4.76483 0.73001
H -1.15171 4.02329 0.99348
O -1.02920 0.39708 -6.58216
S -1.36491 0.33949 -5.14867
O -0.48932 1.07888 -4.21818
O -2.97992 0.78216 -4.86922
C -3.40688 0.88118 -3.53273
C -4.84071 0.41939 -3.55904
C -1.60315 -1.45322 -4.65854
H -3.40410 1.91605 -3.19048
H -2.91823 0.30265 -2.74876
H -5.11042 0.20132 -2.52569
H -4.93546 -0.52055 -4.10275
H -5.55671 1.10695 -4.00928
H -0.61701 -1.79543 -4.97243
H -2.35867 -1.85879 -5.33144
H -1.94017 -1.53085 -3.62486
*
```

HOMO-LUMO gap (spin up / spin down) = 9.3 / 8.6 eV
⟨S²⟩ = 6.0050

***

Record 3
C21H56MnN2O19S5 | ωB97M-V with the def2-TZVPD basis set

```
! RIJCOSX wB97M-V def2-TZVPD def2/J DEFGRID3
* xyz 0 6
Mn 0.20094 -1.82202 -1.42939
N -0.00259 1.25247 -0.20427
O 0.18946 1.10406 1.01381
O -0.30245 2.36296 -0.69159
O 0.08089 0.26195 -1.01236
O -0.24637 -1.49597 -3.35201
H -0.99234 -2.01409 -3.64790
C 2.35429 -3.39172 -3.59590
C 2.71642 -2.16280 -2.72826
N 2.43897 -2.34541 -1.28220
C 2.99507 -1.14869 -0.62163
C 2.78208 -0.98229 0.88474
C 2.96335 -3.59019 -0.72610
C 4.45641 -3.90831 -0.99881
H 3.13994 -4.14199 -3.48246
H 2.20151 -3.15006 -4.64181
H 1.44785 -3.89887 -3.24909
H 3.81021 -2.15781 -2.79410
H 2.25773 -1.30791 -3.21076
H 4.09780 -1.18050 -0.67597
H 2.68488 -0.28044 -1.19694
H 1.75518 -0.65019 1.07218
H 3.08762 -1.84558 1.47134
H 3.36826 -0.12825 1.22914
H 2.43884 -4.42739 -1.18721
H 2.85520 -3.58563 0.35445
H 4.75666 -3.91712 -2.04563
H 4.61949 -4.94068 -0.68216
H 5.14624 -3.26162 -0.45783
O -2.46514 0.54252 -3.57687
S -3.57315 1.45711 -3.54772
O -4.92141 1.03169 -3.25370
O -3.20154 2.60283 -2.50189
C -3.56694 2.37125 -1.14509
C -3.43378 3.62774 -0.33488
C -3.57632 2.50378 -5.01372
H -2.91164 1.60900 -0.72335
H -4.59369 2.02510 -1.01416
H -2.43985 4.02311 -0.14442
H -3.92732 3.44850 0.62604
H -4.08961 4.41282 -0.72982
H -3.97386 1.95350 -5.85988
H -2.52827 2.79616 -5.08270
H -4.15281 3.41798 -4.89459
O -3.95864 -1.42093 6.02382
S -2.83076 -1.25319 5.15260
O -2.26140 -2.35262 4.42037
O -3.26003 -0.11593 4.11664
C -2.73111 -0.10518 2.78577
C -2.57810 1.30595 2.23444
C -1.54122 -0.44203 6.05413
H -3.52868 -0.58519 2.20770
H -1.83609 -0.68877 2.55088
H -2.06310 1.97086 2.93290
H -3.61585 1.64326 2.17866
H -2.03610 1.33160 1.29621
H -1.49777 -0.79691 7.07936
H -1.54471 0.65109 6.07037
H -0.57169 -0.55288 5.55931
O 0.83254 1.80518 6.24070
S 1.90233 2.24220 5.38177
O 2.46395 3.54540 5.60495
O 3.03900 1.06996 5.43765
C 4.02743 1.13575 6.48361
C 5.04221 0.03566 6.27620
C 1.52609 1.99454 3.62207
H 3.47839 0.90253 7.40504
H 4.41965 2.14974 6.55766
H 5.60791 -0.18449 7.17481
H 5.74221 0.35700 5.49802
H 4.52177 -0.82909 5.86541
H 0.76297 1.21850 3.60404
H 2.41193 1.71592 3.06590
H 1.05804 2.86174 3.16061
O 0.13978 1.29545 -3.87864
S 1.46607 1.83296 -3.81686
O 2.48067 1.20812 -2.99896
O 1.92388 2.04721 -5.36493
C 3.30819 2.25527 -5.65949
C 3.80112 3.65738 -5.74158
C 1.24867 3.55801 -3.32034
H 3.55441 1.71177 -6.58012
H 3.89891 1.68235 -4.93127
H 3.34852 4.24925 -6.54198
H 4.83501 3.58116 -6.08878
H 3.69320 4.15198 -4.77625
H 1.80796 3.75257 -2.40708
H 0.20617 3.62583 -3.01800
H 1.49617 4.21734 -4.14233
O -3.89015 -0.58734 -0.01193
S -3.26310 -1.73155 -0.60492
O -1.84916 -1.75274 -0.92211
O -3.45469 -3.03330 0.34175
C -4.49216 -2.99286 1.31119
C -4.55476 -4.34703 2.01060
C -4.11253 -2.19110 -2.13491
H -5.48169 -2.76655 0.90366
H -4.35316 -2.21766 2.06736
H -5.11799 -5.06001 1.40539
H -5.08301 -4.30203 2.96192
H -3.56709 -4.76493 2.19609
H -3.56836 -1.75766 -2.96927
H -5.09372 -1.73883 -1.98890
H -4.25452 -3.26164 -2.25542
*
```

ΔE to the lowest compared entry with this formula, charge and spin = 46.7 kJ/mol
HOMO-LUMO gap (spin up / spin down) = 8.6 / 8.5 eV
⟨S²⟩ = 8.7547

***

Record 4
C21H56N2O8 | ωB97M-V with the def2-TZVPD basis set

```
! RIJCOSX wB97M-V def2-TZVPD def2/J DEFGRID3
* xyz 0 1
C -17.20033 -4.57780 3.76814
O -17.78858 -5.64615 4.43982
C -18.97434 -5.38046 5.05850
C -19.68338 -6.64743 5.42493
N -18.93266 -7.35241 6.46936
C -19.40799 -8.72751 6.51231
C -18.44861 -9.50361 7.37859
O -17.24506 -9.49812 6.70155
C -16.25677 -10.03992 7.52535
H -16.30728 -4.81350 3.22190
H -16.95765 -3.78298 4.46853
H -17.84080 -4.21791 2.95142
H -19.60861 -4.75869 4.41475
H -18.84352 -4.66908 5.88082
H -19.74758 -7.23701 4.48009
H -20.69873 -6.49488 5.76562
H -17.98205 -7.45046 6.10981
H -19.49548 -9.13696 5.49717
H -20.40694 -8.73472 6.96023
H -18.70687 -10.54090 7.63281
H -18.36739 -9.02381 8.36758
H -15.33414 -9.86678 6.95901
H -16.42434 -11.13227 7.65219
H -16.19041 -9.54945 8.49960
C -21.85339 0.68240 4.27187
O -20.51746 0.27221 4.32048
C -19.63430 1.42949 4.33279
C -18.22314 0.86392 4.19664
N -17.96269 0.29460 2.91088
C -18.55127 -1.00347 2.69212
C -17.91970 -1.72942 1.52129
O -16.64494 -2.06051 1.86617
C -16.00712 -2.61065 0.71882
H -22.46896 -0.19738 4.48002
H -22.15353 1.23271 3.37428
H -22.05524 1.44131 5.01568
H -19.69680 1.88465 5.31644
H -19.94793 2.10270 3.52522
H -18.16113 0.07849 4.99795
H -17.51970 1.65436 4.40705
H -16.96419 0.27050 2.75085
H -19.62154 -1.02012 2.65421
H -18.37234 -1.60893 3.57986
H -17.89666 -1.13663 0.59152
H -18.57529 -2.58042 1.28587
H -16.03373 -1.91312 -0.10649
H -16.46623 -3.52873 0.36088
H -14.94752 -2.74990 0.98218
C -21.38302 -4.07464 1.71425
C -22.23694 -2.83212 1.32655
C -23.26972 -3.19959 0.30508
O -22.86749 -2.33996 2.50752
H -20.56708 -3.82260 2.42875
H -20.90856 -4.51304 0.86314
H -22.05792 -4.69593 2.29805
H -21.53030 -2.13155 0.85548
H -23.81671 -4.04715 0.72270
H -22.84049 -3.41676 -0.66653
H -23.95807 -2.34288 0.11897
H -22.21255 -2.46769 3.21387
C -18.27949 -2.50084 7.40584
C -19.62187 -2.18934 7.98560
C -20.06163 -0.76480 7.90184
O -20.57861 -3.03795 7.30779
H -18.36085 -2.27802 6.34803
H -18.04995 -3.54254 7.44479
H -17.45310 -1.99349 7.89577
H -19.57300 -2.51225 9.02418
H -20.98018 -0.61152 8.44586
H -20.24990 -0.43411 6.87126
H -19.29815 -0.19533 8.41909
H -20.32533 -3.92394 7.59695
C -23.99204 -1.80272 7.26453
C -25.49171 -1.64080 6.92524
C -25.74562 -1.99472 5.47190
O -26.29799 -2.51405 7.77415
H -23.37065 -1.08552 6.71737
H -23.64675 -2.83294 7.11826
H -23.91201 -1.67657 8.34306
H -25.84563 -0.60843 7.00576
H -25.26900 -1.29200 4.78211
H -26.79699 -1.94011 5.13850
H -25.39517 -3.02439 5.31090
H -27.02365 -2.86436 7.23054
O -20.77117 -2.46280 4.47968
H -20.87191 -2.62024 5.45468
H -20.48824 -1.55828 4.41916
*
```

ΔE to the lowest compared entry with this formula, charge and spin = 163.4 kJ/mol
HOMO-LUMO gap = 9.5 eV
SMILES = COCCNCCOC.COCCNCCOC.CC(C)O.CC(C)O.CC(C)O.O

***

Calculated total energy
In order: -8036.26028 -6888.95268 -5514.52347 -1545.02478
Unit: Eh